This record from the OMol25 dataset describes one molecule with the formula C15H23N3O7S in a non-equilibrium geometry. The level of theory is wB97M-V/def2-TZVPD.

The molar mass comes out at 389.43 g mol⁻¹. Its SMILES is CCOCCCNC(=O)CN(c1cc([N+](=O)[O-])ccc1OC)S(C)(=O)=O. Its energy above the lowest of the compared OMol25 structures with the same formula, charge and spin is 2.840 eV. Its charge is 0. The gap between HOMO and LUMO comes out at 9.0 eV. The value obtained for the total energy is -45563.0152 eV.

Positions of all 49 atoms, in Å:
C: -2.5188 -3.6592 -0.2630
C: -1.7751 -2.3892 -0.6639
O: -2.5740 -1.2225 -0.6447
C: -3.5805 -1.1347 -1.6344
C: -4.2440 0.2385 -1.5284
C: -3.3486 1.3748 -2.0305
N: -2.0833 1.4229 -1.3436
C: -1.6777 2.4450 -0.5804
O: -2.2910 3.4817 -0.4256
C: -0.3000 2.2158 0.0588
N: -0.0386 0.8244 0.3799
C: 1.1866 0.2560 -0.0204
C: 2.1915 0.0003 0.8940
C: 3.3597 -0.6349 0.4853
N: 4.3981 -0.9045 1.4446
O: 5.3626 -1.5340 1.0590
O: 4.2555 -0.4847 2.5704
C: 3.5470 -0.9994 -0.8394
C: 2.5600 -0.7241 -1.7646
C: 1.3742 -0.1073 -1.3742
O: 0.3538 0.1767 -2.2162
C: 0.4811 -0.1346 -3.5862
S: -0.5209 0.3854 1.9523
C: -2.3033 0.6078 1.8953
O: -0.2277 -1.0101 2.0810
O: 0.0410 1.2933 2.9080
H: -3.2597 -3.9417 -1.0080
H: -1.8060 -4.4718 -0.1601
H: -3.0148 -3.5086 0.6921
H: -1.3297 -2.5147 -1.6631
H: -0.9838 -2.1809 0.0619
H: -4.3375 -1.9158 -1.4819
H: -3.1396 -1.2755 -2.6340
H: -4.5047 0.4137 -0.4844
H: -5.1620 0.2325 -2.1169
H: -3.8391 2.3382 -1.8710
H: -3.1674 1.2458 -3.1045
H: -1.5326 0.5756 -1.3163
H: 0.4529 2.5807 -0.6452
H: -0.2283 2.8217 0.9695
H: 2.0698 0.2841 1.9277
H: 4.4629 -1.4890 -1.1314
H: 2.7152 -1.0082 -2.7925
H: 1.3260 0.3898 -4.0406
H: 0.5906 -1.2114 -3.7456
H: -0.4426 0.2091 -4.0489
H: -2.5312 1.6519 1.7287
H: -2.6712 -0.0275 1.0995
H: -2.6811 0.2872 2.8587

***

This record from the OMol25 dataset describes a 2-piece molecular cluster, C6H14N2O2 overall in a non-equilibrium geometry. The level of theory is wB97M-V/def2-TZVPD.

The molar mass comes out at 146.19 g mol⁻¹. Its SMILES is CNC(C)=O.CNC(C)=O. Its energy above the lowest of the compared OMol25 structures with the same formula, charge and spin is 1.281 eV. Its charge is 0. The gap between HOMO and LUMO comes out at 10.3 eV. The value obtained for the total energy is -13524.3436 eV.

Positions of all 24 atoms, in Å:
C: -0.2296 -2.6963 1.4173
N: -0.2668 -1.2568 1.2991
C: 0.5826 -0.5055 2.0287
C: 0.6159 1.0094 1.8239
O: 1.4869 -0.9162 2.7326
H: 0.7714 -3.1001 1.2455
H: -0.3647 -3.0724 2.4367
H: -0.9461 -3.1774 0.7574
H: -1.1342 -0.8856 0.9540
H: 1.5128 1.1031 1.1932
H: -0.1503 1.4564 1.1903
H: 0.9010 1.5037 2.7441
C: -2.0540 0.4293 -1.3906
N: -0.6153 0.3120 -1.3685
C: 0.1457 1.4310 -1.5928
C: 1.5855 1.2976 -1.9501
O: -0.4288 2.4811 -1.8468
H: -2.3079 1.3187 -1.9498
H: -2.4653 -0.4248 -1.9446
H: -2.4998 0.2530 -0.4049
H: -0.1450 -0.5136 -1.0362
H: 2.0620 0.3328 -1.7958
H: 1.7657 1.5009 -2.9986
H: 2.1781 2.1198 -1.5439

***

This record from the OMol25 dataset describes a 2-piece molecular cluster, C6H6O2 overall in a non-equilibrium geometry. The level of theory is wB97M-V/def2-TZVPD.

The molar mass comes out at 110.11 g mol⁻¹. Its energy above the lowest of the compared OMol25 structures with the same formula, charge and spin is 4.611 eV. Its charge is 0. The gap between HOMO and LUMO comes out at 8.7 eV. The value obtained for the total energy is -10408.7981 eV.

Positions of all 14 atoms, in Å:
C: -1.8982 -0.3211 0.3583
C: 0.0956 -0.9706 -0.6373
C: 2.0462 -0.3181 0.2459
C: 1.5378 0.8898 -0.1377
C: 0.1500 0.6048 -0.5230
C: -1.1345 1.0936 -0.2349
H: -1.8476 -0.2096 1.5595
H: -3.3284 -0.3241 0.0482
H: 0.4033 -1.4638 -1.5209
H: 3.1866 -0.2634 0.5366
H: 1.8994 1.9644 0.1575
H: -1.2972 2.1578 0.1944
O: -1.1098 -1.3826 -0.1817
O: 1.2968 -1.4571 0.1351

***

This record from the OMol25 dataset describes C36H24F9N4OPPt as an isolated structure. The level of theory is wB97M-V/def2-TZVPD.

The molar mass comes out at 925.65 g mol⁻¹. Its energy above the lowest of the compared OMol25 structures with the same formula, charge and spin is 0.229 eV. Its charge is 0. The gap between HOMO and LUMO comes out at 6.9 eV. The value obtained for the total energy is -82725.0264 eV.

Positions of all 76 atoms, in Å:
Pt: 1.9555 -0.2401 0.1058
C: 2.7548 -4.6056 -0.5114
C: 2.6829 -3.1207 -0.3611
N: 1.5996 -2.4676 -0.0664
N: 0.5206 -3.2511 0.1664
C: -0.5384 -2.5813 0.6565
O: -0.5995 -1.3792 0.9424
C: -1.7659 -3.4347 0.8440
C: -2.8019 -2.9334 1.6262
C: -3.9819 -3.6477 1.7722
C: -4.1328 -4.8716 1.1341
C: -3.0971 -5.3821 0.3625
C: -1.9167 -4.6680 0.2192
C: 3.9239 -2.3410 -0.5424
C: 5.1672 -2.9394 -0.6818
C: 6.2752 -2.1379 -0.9108
C: 6.1164 -0.7681 -1.0174
C: 4.8528 -0.2322 -0.8361
N: 3.7914 -1.0044 -0.5912
H: 1.7529 -5.0187 -0.5139
H: 3.3104 -5.0642 0.3109
H: 3.2657 -4.8624 -1.4415
H: -2.6630 -1.9835 2.1277
H: -4.7844 -3.2480 2.3792
H: -5.0562 -5.4271 1.2387
H: -3.2138 -6.3362 -0.1356
H: -1.1040 -5.0524 -0.3814
H: 5.2613 -4.0120 -0.6109
H: 7.2554 -2.5858 -1.0096
H: 6.9505 -0.1114 -1.2169
H: 4.6761 0.8327 -0.8683
N: 3.4464 2.2844 1.0267
C: 2.8374 1.3560 0.7036
F: -4.4233 0.2226 -4.9895
C: -4.1337 -0.7097 -4.0651
F: -3.6109 -1.7630 -4.7212
F: -5.2946 -1.1185 -3.5280
C: -3.1814 -0.1913 -3.0216
C: -2.2693 0.7948 -3.3507
C: -1.3335 1.2072 -2.4128
C: -1.2972 0.6355 -1.1410
C: -2.2560 -0.3269 -0.8126
C: -3.1907 -0.7373 -1.7465
P: 0.0565 1.0689 0.0200
C: 0.6148 2.7135 -0.5561
C: 1.4137 2.7822 -1.7034
C: 2.0207 3.9639 -2.0701
C: 1.8619 5.0928 -1.2732
C: 1.0843 5.0404 -0.1343
C: 0.4605 3.8503 0.2217
C: 2.5338 6.3700 -1.6949
F: 1.9024 6.9291 -2.7478
F: 2.5559 7.2851 -0.7157
F: 3.8059 6.1566 -2.0781
C: -0.7763 1.4268 1.5928
C: -2.0713 1.9426 1.6139
C: -2.7122 2.1691 2.8184
C: -2.0568 1.8729 4.0077
C: -0.7653 1.3740 3.9969
C: -0.1260 1.1495 2.7860
C: -2.7719 2.1254 5.3071
F: -2.1358 1.5808 6.3547
F: -2.8906 3.4447 5.5548
F: -4.0203 1.6227 5.2878
H: -2.2877 1.2487 -4.3321
H: -0.6540 2.0000 -2.6804
H: -2.2670 -0.7560 0.1763
H: -3.9230 -1.4870 -1.4770
H: 1.5901 1.8921 -2.2961
H: 2.6449 4.0076 -2.9531
H: 0.9827 5.9135 0.4950
H: -0.1295 3.8188 1.1272
H: -2.5851 2.1682 0.6875
H: -3.7186 2.5667 2.8360
H: -0.2637 1.1442 4.9263
H: 0.8768 0.7434 2.7720

***

Copy entry 4 word for word.
This record from the OMol25 dataset describes C36H24F9N4OPPt as an isolated structure. The level of theory is wB97M-V/def2-TZVPD.

The molar mass comes out at 925.65 g mol⁻¹. Its energy above the lowest of the compared OMol25 structures with the same formula, charge and spin is 0.229 eV. Its charge is 0. The gap between HOMO and LUMO comes out at 6.9 eV. The value obtained for the total energy is -82725.0264 eV.

Positions of all 76 atoms, in Å:
Pt: 1.9555 -0.2401 0.1058
C: 2.7548 -4.6056 -0.5114
C: 2.6829 -3.1207 -0.3611
N: 1.5996 -2.4676 -0.0664
N: 0.5206 -3.2511 0.1664
C: -0.5384 -2.5813 0.6565
O: -0.5995 -1.3792 0.9424
C: -1.7659 -3.4347 0.8440
C: -2.8019 -2.9334 1.6262
C: -3.9819 -3.6477 1.7722
C: -4.1328 -4.8716 1.1341
C: -3.0971 -5.3821 0.3625
C: -1.9167 -4.6680 0.2192
C: 3.9239 -2.3410 -0.5424
C: 5.1672 -2.9394 -0.6818
C: 6.2752 -2.1379 -0.9108
C: 6.1164 -0.7681 -1.0174
C: 4.8528 -0.2322 -0.8361
N: 3.7914 -1.0044 -0.5912
H: 1.7529 -5.0187 -0.5139
H: 3.3104 -5.0642 0.3109
H: 3.2657 -4.8624 -1.4415
H: -2.6630 -1.9835 2.1277
H: -4.7844 -3.2480 2.3792
H: -5.0562 -5.4271 1.2387
H: -3.2138 -6.3362 -0.1356
H: -1.1040 -5.0524 -0.3814
H: 5.2613 -4.0120 -0.6109
H: 7.2554 -2.5858 -1.0096
H: 6.9505 -0.1114 -1.2169
H: 4.6761 0.8327 -0.8683
N: 3.4464 2.2844 1.0267
C: 2.8374 1.3560 0.7036
F: -4.4233 0.2226 -4.9895
C: -4.1337 -0.7097 -4.0651
F: -3.6109 -1.7630 -4.7212
F: -5.2946 -1.1185 -3.5280
C: -3.1814 -0.1913 -3.0216
C: -2.2693 0.7948 -3.3507
C: -1.3335 1.2072 -2.4128
C: -1.2972 0.6355 -1.1410
C: -2.2560 -0.3269 -0.8126
C: -3.1907 -0.7373 -1.7465
P: 0.0565 1.0689 0.0200
C: 0.6148 2.7135 -0.5561
C: 1.4137 2.7822 -1.7034
C: 2.0207 3.9639 -2.0701
C: 1.8619 5.0928 -1.2732
C: 1.0843 5.0404 -0.1343
C: 0.4605 3.8503 0.2217
C: 2.5338 6.3700 -1.6949
F: 1.9024 6.9291 -2.7478
F: 2.5559 7.2851 -0.7157
F: 3.8059 6.1566 -2.0781
C: -0.7763 1.4268 1.5928
C: -2.0713 1.9426 1.6139
C: -2.7122 2.1691 2.8184
C: -2.0568 1.8729 4.0077
C: -0.7653 1.3740 3.9969
C: -0.1260 1.1495 2.7860
C: -2.7719 2.1254 5.3071
F: -2.1358 1.5808 6.3547
F: -2.8906 3.4447 5.5548
F: -4.0203 1.6227 5.2878
H: -2.2877 1.2487 -4.3321
H: -0.6540 2.0000 -2.6804
H: -2.2670 -0.7560 0.1763
H: -3.9230 -1.4870 -1.4770
H: 1.5901 1.8921 -2.2961
H: 2.6449 4.0076 -2.9531
H: 0.9827 5.9135 0.4950
H: -0.1295 3.8188 1.1272
H: -2.5851 2.1682 0.6875
H: -3.7186 2.5667 2.8360
H: -0.2637 1.1442 4.9263
H: 0.8768 0.7434 2.7720

***

Q: Which of these has the lowest molar mass?
A: C6H6O2

***

Q: charge of number 1 (C15H23N3O7S)?
A: 0

***

Q: Number 2 is which compound?
A: C6H14N2O2